The following is a DFT calculation (the ωB97M-V functional and the def2-TZVPD basis) of 2 unconnected molecules or ions with the total composition C4H6OS2.

Values from the calculation:
frontier orbital gap (alpha / beta)	6.708 / 6.709	eV
LUMO level (alpha / beta)	-1.453 / -1.452	eV
ΔE to the lowest compared entry with this formula, charge and spin	459.18	kJ/mol
max |F|	3.239	eV Å⁻¹

CARTESIAN COORDINATES (ANGSTROEM)
S (-1.090925, -1.958002, -1.675432)
S (-2.873176, -0.945743, -1.557954)
O (-1.408439, 1.927896, -1.473896)
C (-1.235679, -0.475948, 1.509672)
C (0.751287, 0.934436, -1.497203)
C (-0.720131, 0.908790, -1.408132)
C (-1.299853, -0.366928, -1.116146)
H (-2.149003, -1.102740, 1.539330)
H (0.935845, 1.660138, -2.233064)
H (1.294422, 1.169166, -0.436208)
H (-1.287359, 0.600248, 1.359233)
H (1.123101, -0.043494, -1.809498)
H (-0.267234, -0.905407, 1.725516)

Forces on atoms 1 to 2 (eV/Å):
1.0 -1.4 -0.7
-1.0 0.4 -0.1

---

The following is a DFT calculation (the ωB97M-V functional and the def2-TZVPD basis) of 2 unconnected molecules or ions with the total composition C3H7NO.

Values from the calculation:
frontier orbital gap	10.754	eV
LUMO level	0.860	eV
ΔE to the lowest compared entry with this formula, charge and spin	312.96	kJ/mol
max |F|	0.579	eV Å⁻¹

CARTESIAN COORDINATES (ANGSTROEM)
O (1.953104, 0.373764, -0.027284)
N (-0.805125, 1.168763, -0.173990)
C (1.230168, -0.153014, -0.836976)
C (-0.249916, 0.051033, -0.924997)
C (-1.146916, -0.171168, 0.250653)
H (-0.723841, -0.476422, 1.202873)
H (-0.675277, -0.200064, -1.896490)
H (1.138180, -0.633386, 2.583853)
H (-1.564333, 1.600003, -0.692324)
H (1.340115, -0.135985, 2.067927)
H (-2.139357, -0.565265, 0.035835)
H (1.643202, -0.858254, -1.589084)

Forces on atoms 1 to 2 (eV/Å):
-0.3 -0.2 -0.4
-0.2 0.2 -0.1

---

The following is a DFT calculation (the ωB97M-V functional and the def2-TZVPD basis) of a molecular structure, C16H16BrN3PtS3.

Values from the calculation:
frontier orbital gap	6.848	eV
LUMO level	-7.787	eV
ΔE to the lowest compared entry with this formula, charge and spin	12.53	kJ/mol
max |F|	0.960	eV Å⁻¹
charge	+2

CARTESIAN COORDINATES (ANGSTROEM)
Pt (-0.384021, -0.308607, 0.216813)
Br (2.677384, -0.877642, -0.172169)
S (-2.350275, -0.690832, -0.818239)
S (0.091510, 4.126572, 0.093950)
S (-1.437651, -2.632772, -2.970882)
N (0.918120, -0.216311, 1.794697)
N (-0.089201, 1.610425, -0.175777)
N (-2.960262, -3.265480, -1.035613)
C (0.559736, 1.996691, -3.806205)
C (-2.272509, -2.269804, -1.523004)
C (0.300361, 1.325875, -2.632370)
C (0.167014, 2.078843, -1.467312)
C (0.560427, 4.144488, -2.688015)
C (2.229496, -0.396316, 1.577966)
C (-2.999936, -4.517995, -1.804817)
C (0.688217, 3.393355, -3.835192)
C (-0.148621, 2.570358, 0.710455)
C (0.848650, 0.810872, 5.414400)
C (0.500356, 0.171145, 3.012560)
C (0.298407, 3.468136, -1.498769)
C (3.168237, -0.199012, 2.564539)
C (-1.961444, -4.384411, -2.931534)
C (1.368359, 0.389602, 4.069334)
C (2.724449, 0.199172, 3.815366)
H (-3.563635, -3.125751, -0.234046)
H (-2.757712, -5.345773, -1.142078)
H (3.444837, 0.363025, 4.607414)
H (-0.345257, 2.391977, 1.755937)
H (0.200549, 0.248776, -2.609158)
H (-1.085059, -5.003508, -2.762736)
H (0.667939, 1.438784, -4.726068)
H (-2.384635, -4.629443, -3.901343)
H (0.892085, 3.888316, -4.774588)
H (1.662294, 0.928847, 6.126140)
H (0.660391, 5.221120, -2.708106)
H (0.156093, 0.069281, 5.812930)
H (0.317031, 1.760662, 5.349656)
H (-0.571657, 0.282040, 3.131271)
H (-4.007324, -4.663408, -2.191504)
H (4.217276, -0.351296, 2.356109)

Forces on atoms 1 to 2 (eV/Å):
-0.7 -0.4 0.6
0.3 -0.1 -0.1

---

The following is a DFT calculation (the ωB97M-V functional and the def2-TZVPD basis) of a single C20H30N2O4 molecule.

Values from the calculation:
frontier orbital gap	9.883	eV
LUMO level	0.638	eV
ΔE to the lowest compared entry with this formula, charge and spin	64.60	kJ/mol
max |F|	0.653	eV Å⁻¹

CARTESIAN COORDINATES (ANGSTROEM)
O (2.151618, 1.267920, -2.236129)
O (-0.873219, -0.122118, 0.688301)
O (-2.633344, 0.097777, -0.725541)
O (4.332435, 1.872948, -0.603949)
N (1.488252, 1.181257, -0.110245)
N (-0.634336, -0.377178, -1.550964)
C (-3.893150, -2.971545, 2.271577)
C (-5.696909, -2.792996, 0.703706)
C (1.219827, -1.337839, -2.820677)
C (-3.409421, -1.742815, 1.857577)
C (2.580874, 3.877533, 4.444036)
C (2.654962, -1.878305, -2.764912)
C (3.109511, -2.254341, -4.173783)
C (-4.069921, -1.029561, 0.865377)
C (3.351846, 2.544161, -0.774022)
C (2.543651, 2.575412, 1.604588)
C (-5.213528, -1.565243, 0.287356)
C (2.118120, 2.464652, 0.139041)
C (-3.521157, 0.288173, 0.385073)
C (0.795476, -0.638430, -1.534517)
C (1.756293, 2.666703, 4.023217)
C (-1.343082, -0.136804, -0.430788)
C (-5.038038, -3.497218, 1.697413)
C (1.549013, 0.687461, -1.346844)
C (2.766226, -3.089575, -1.842328)
C (1.348704, 2.695637, 2.549314)
H (2.502244, -2.839179, -0.818191)
H (3.307497, -1.083389, -2.392452)
H (2.053248, 4.799147, 4.207424)
H (1.421127, 3.275124, -0.118674)
H (-2.511226, -1.334678, 2.296369)
H (4.125266, -2.640731, -4.153564)
H (-5.416060, -4.455272, 2.022508)
H (2.323971, 1.755114, 4.220707)
H (0.901648, 0.747771, 0.594681)
H (3.324335, 3.363860, -1.510434)
H (2.109970, -3.888367, -2.183384)
H (3.088763, -1.384943, -4.825779)
H (-3.374969, -3.519324, 3.044703)
H (0.653481, 1.872318, 2.370001)
H (0.817584, 3.627868, 2.341065)
H (-6.588862, -3.201180, 0.251622)
H (0.528602, -2.158759, -3.025468)
H (2.458792, -3.019660, -4.593122)
H (-1.092867, -0.261653, -2.440590)
H (0.849374, 2.629027, 4.631177)
H (2.762478, 3.853730, 5.516005)
H (3.138652, 1.695542, 1.854881)
H (0.993172, -1.264597, -0.657514)
H (1.152864, -0.611208, -3.633312)
H (-2.976590, 0.794628, 1.188404)
H (-4.315801, 0.931863, 0.002251)
H (3.183918, 3.452864, 1.704803)
H (-5.725292, -1.016656, -0.490129)
H (3.543284, 3.890599, 3.939780)
H (3.787047, -3.463461, -1.841028)

Forces on atoms 1 to 2 (eV/Å):
-0.2 0.0 -0.6
0.0 -0.1 0.5

---

The following is a DFT calculation (the ωB97M-V functional and the def2-TZVPD basis) of a single C3H4N2O molecule.

Values from the calculation:
frontier orbital gap (alpha / beta)	8.414 / 8.413	eV
LUMO level (alpha / beta)	-0.106 / -0.106	eV
ΔE to the lowest compared entry with this formula, charge and spin	335.58	kJ/mol
max |F|	2.001	eV Å⁻¹

CARTESIAN COORDINATES (ANGSTROEM)
O (-0.035086, -0.266523, 2.169348)
N (0.685135, -0.235750, -1.332158)
N (-0.633079, 0.803985, 0.118375)
C (0.967701, -0.710159, -0.082548)
C (0.114193, -0.118842, 0.932560)
C (-0.289485, 0.626369, -1.172807)
H (1.863882, -1.311916, 0.077740)
H (-0.829169, 1.091688, -1.995258)
H (-0.443532, -1.194612, 0.757694)
H (-1.400560, 1.315760, 0.527054)

Forces on atoms 1 to 2 (eV/Å):
0.6 1.1 1.5
-0.2 -0.3 0.1

---

The following is a DFT calculation (the ωB97M-V functional and the def2-TZVPD basis) of 2 unconnected molecules or ions with the total composition C3H3IS.

Values from the calculation:
frontier orbital gap (alpha / beta)	4.991 / 5.629	eV
LUMO level (alpha / beta)	-2.964 / -2.688	eV
ΔE to the lowest compared entry with this formula, charge and spin	181.51	kJ/mol
max |F|	2.925	eV Å⁻¹

CARTESIAN COORDINATES (ANGSTROEM)
I (3.276478, 0.418334, -0.166838)
S (-0.156343, 1.820197, 0.383323)
C (-0.016198, 0.231472, -0.458555)
C (-1.026203, -1.846177, 0.886950)
C (-0.608426, -0.920523, 0.173889)
H (-0.150479, 2.546895, -0.845177)
H (-1.607802, -2.536072, 1.496559)
H (0.288973, 0.285877, -1.470150)

Forces on atoms 1 to 2 (eV/Å):
-1.0 -0.2 -0.1
-0.3 -1.1 -2.7

---

The following is a DFT calculation (the ωB97M-V functional and the def2-TZVPD basis) of a single C6H14N2 molecule.

Values from the calculation:
frontier orbital gap	9.346	eV
LUMO level	0.929	eV
ΔE to the lowest compared entry with this formula, charge and spin	89.01	kJ/mol
max |F|	0.543	eV Å⁻¹

CARTESIAN COORDINATES (ANGSTROEM)
N (-1.263482, -0.478625, -1.324012)
N (0.462747, 0.346658, 1.169824)
C (-0.659270, 1.876251, -0.902340)
C (1.808772, -1.025807, -0.362693)
C (0.735350, -0.029726, -0.004609)
C (1.194167, -0.143485, 2.303234)
C (-2.238204, -0.511486, -0.249028)
C (-0.151881, 0.458027, -1.133840)
H (1.111914, -1.230858, 2.404945)
H (2.783351, -0.612298, -0.101046)
H (0.163856, 2.577968, -1.006669)
H (2.257986, 0.103371, 2.233042)
H (1.800034, -1.262720, -1.423259)
H (-1.424788, 2.113441, -1.635748)
H (1.681276, -1.944677, 0.211694)
H (-1.784510, -0.571979, 0.748987)
H (-2.846710, 0.389966, -0.296588)
H (0.418298, 0.432831, -2.071702)
H (-1.063788, 1.968338, 0.099683)
H (-0.877147, -1.409504, -1.456512)
H (0.779389, 0.326910, 3.194407)
H (-2.887362, -1.372597, -0.397770)

Forces on atoms 1 to 2 (eV/Å):
0.1 -0.4 -0.3
-0.3 0.4 -0.2

---

The following is a DFT calculation (the ωB97M-V functional and the def2-TZVPD basis) of 2 unconnected molecules or ions with the total composition C2H7NOS.

Values from the calculation:
frontier orbital gap (alpha / beta)	8.786 / 8.264	eV
LUMO level (alpha / beta)	0.485 / 0.603	eV
ΔE to the lowest compared entry with this formula, charge and spin	496.39	kJ/mol
max |F|	2.576	eV Å⁻¹

CARTESIAN COORDINATES (ANGSTROEM)
S (1.743133, 1.320371, 0.265406)
O (0.045471, -1.326483, -0.450389)
N (-0.825655, -0.436603, -0.815844)
C (-1.726045, 0.180102, 0.114980)
C (1.754581, -0.423823, 0.672892)
H (1.483279, -0.676559, 1.692407)
H (-2.820541, -0.021508, -0.226206)
H (1.460888, 1.111169, -1.065383)
H (-0.629917, 0.194526, -1.684218)
H (-1.551755, -0.232402, 1.127343)
H (2.546472, -1.015509, 0.246383)
H (-1.479912, 1.326720, 0.122629)

Forces on atoms 1 to 2 (eV/Å):
-0.4 -1.4 -0.5
-0.1 1.1 0.0